No. 1
13
Properties=species:S:1:pos:R:3:forces:R:3 method="wB97M-V/def2-TZVPD" e_homo_ev=-10.1 gap_ev=10.7 smiles="O=CNCO.O" de_lowest_ev=1.379
O 0.4300 -2.0161 1.0544 0.1 0.0 0.2
C 1.1735 -1.3333 0.3759 -1.0 -0.2 0.3
N 0.6861 -0.6757 -0.7277 0.7 -0.8 1.7
C -0.7353 -0.4420 -0.8115 0.0 1.0 -3.3
O -0.8645 0.8932 -1.3246 -0.5 -0.1 0.2
H 2.1971 -1.1937 0.7451 0.3 0.2 -0.9
H 1.2820 -0.1738 -1.3612 0.0 0.2 0.0
H -1.1677 -0.9644 -1.6842 0.2 -0.4 0.6
H -1.3090 -0.7485 0.0508 0.3 0.4 0.6
H -0.6641 1.6008 -0.6984 -0.1 -0.2 0.3
O -0.6660 1.8954 1.3527 0.0 -0.3 -0.4
H -0.3485 1.0498 1.0137 -0.1 -0.1 0.3
H -0.0135 2.1082 2.0149 0.3 0.3 0.4

---

No. 2
13
Properties=species:S:1:pos:R:3:forces:R:3 method="wB97M-V/def2-TZVPD" e_homo_ev=-9.6 gap_ev=10.2 smiles="CNC(=O)O.O" de_lowest_ev=0.460
C -1.7342 1.1261 0.2882 0.3 1.2 -0.4
N -0.3318 1.5044 -0.0150 -0.6 -1.4 -0.2
C 0.5859 0.6141 -0.5625 -1.2 0.6 -0.2
O 1.7221 0.9216 -0.7880 0.8 -0.1 -0.1
O 0.0400 -0.5845 -0.8978 -0.4 0.6 0.5
H -2.2753 2.0316 0.6118 0.4 -0.1 -0.2
H -2.2785 0.7710 -0.6184 0.4 -0.4 1.0
H -1.7170 0.5097 1.1876 -0.3 -0.6 -0.6
H -0.1477 2.4584 -0.2507 0.2 0.2 0.1
H 0.7543 -1.1939 -1.1087 0.2 0.1 0.1
O 1.5162 -2.4242 0.6678 0.6 -0.6 -0.3
H 1.7556 -2.9017 1.4697 -0.2 0.1 0.1
H 2.1104 -2.8325 0.0160 -0.2 0.2 0.2

---

No. 3
13
Properties=species:S:1:pos:R:3:forces:R:3 method="wB97M-V/def2-TZVPD" e_homo_ev=-10.0 gap_ev=10.8 smiles="O=CO.NCO" de_lowest_ev=1.402
O -0.1628 1.8373 -0.9195 0.7 -0.7 0.7
C 1.0542 1.7784 -0.8798 -1.4 1.0 -2.2
O 1.8556 0.7540 -0.9028 0.6 -1.4 0.2
H 1.5856 2.6914 -1.1553 0.6 0.3 0.7
H 1.4056 -0.1641 -0.8197 -0.4 1.6 0.6
N 0.0832 -1.1359 -0.2125 -0.4 -0.4 1.0
C -1.0808 -0.6675 0.5550 0.2 0.8 -0.3
O -0.5746 -0.6290 1.8900 -0.1 0.3 -0.3
H 0.4741 -1.8123 0.4393 0.3 -0.6 -0.9
H -0.1150 -1.4631 -1.1478 -0.3 -0.6 0.3
H -1.9781 -1.2973 0.5679 0.3 -0.4 -0.4
H -1.3296 0.3103 0.1206 -0.1 -0.1 0.6
H -1.2173 -0.2022 2.4646 0.0 0.0 -0.1

---

No. 4
13
Properties=species:S:1:pos:R:3:forces:R:3 method="wB97M-V/def2-TZVPD" e_homo_ev=-10.1 gap_ev=10.9 smiles="O=CNCO.O" de_lowest_ev=2.512
O -0.1751 -0.6719 1.5405 -2.0 1.6 -1.0
C -1.0297 0.1569 1.1194 1.8 -0.8 1.9
N -0.6938 1.2471 0.4026 3.8 -2.4 1.9
C 0.6803 1.1096 -0.2659 -4.0 3.9 -5.3
O 0.2184 0.7424 -1.5993 -0.1 -1.9 -0.8
H -2.0482 0.0945 1.4934 -0.5 0.0 -0.3
H -1.3442 1.8088 -0.0639 -0.9 0.7 -0.8
H 0.8798 2.1725 -0.7828 0.9 -1.7 3.0
H 1.4318 0.3921 -0.0247 0.2 0.1 1.5
H -0.1333 -0.1776 -1.6054 0.6 0.6 0.1
O 0.5900 -2.3171 -0.4174 3.3 -2.8 -3.8
H 0.1813 -1.9076 0.2599 -2.1 2.2 4.0
H 1.4428 -2.6497 -0.0564 -1.0 0.4 -0.4

---

No. 5
15
Properties=species:S:1:pos:R:3:forces:R:3 method="wB97M-V/def2-TZVPD" e_homo_ev=-11.3 gap_ev=11.6 smiles="O=CNC(=O)O.O.O" de_lowest_ev=0.000
O 0.5163 1.3678 1.1504 0.0 0.2 -0.1
C 0.4241 0.1697 1.3286 0.3 0.4 -0.3
N 1.1037 -0.7649 0.5973 -0.6 0.2 0.8
C 1.7943 -0.5607 -0.5993 0.4 -0.2 -0.1
O 2.2638 -1.4836 -1.1947 -0.1 -0.1 -0.1
O 1.8669 0.6915 -1.0263 0.5 0.5 -0.4
H -0.2390 -0.2236 2.0929 -0.1 -0.4 0.2
H 1.0000 -1.7191 0.8959 0.1 -0.2 -0.2
H 1.7590 1.3804 -0.3424 -0.4 -0.5 0.2
O -2.8569 -0.8016 0.4284 0.3 0.0 0.2
H -2.1857 -0.2822 -0.0444 -0.3 -0.1 -0.2
H -2.6153 -1.7262 0.3144 0.0 0.1 -0.1
O -1.3211 1.1542 -1.1675 0.8 0.2 -0.1
H -0.7497 1.2431 -1.9493 -0.4 -0.2 0.1
H -0.7604 1.5553 -0.4840 -0.3 0.0 0.0

---

No. 6
13
Properties=species:S:1:pos:R:3:forces:R:3 method="wB97M-V/def2-TZVPD" e_homo_ev=-7.2 gap_ev=7.5 smiles="P=[PH3].CN=C=O" de_lowest_ev=0.775
P -3.9230 0.8803 0.1825 0.9 2.5 0.6
P -2.9140 -0.8577 -0.0061 -1.0 -3.0 0.6
H -2.7001 1.7154 0.5593 -1.3 -1.1 -0.7
H -1.8548 -1.3774 0.7167 0.4 0.4 -0.1
H -3.7096 -1.8496 0.6483 -0.3 0.3 -0.4
H -2.8634 -1.6487 -1.2059 0.5 0.6 0.1
C 3.2952 0.5675 0.0444 1.3 1.4 -0.1
N 1.9315 0.6037 0.4202 0.0 -0.4 -0.6
C 0.8426 0.1804 0.1349 0.7 1.1 2.1
O -0.2968 -0.0583 0.2642 0.2 -0.2 -1.2
H 3.9854 1.2888 0.5612 -1.3 -0.5 -0.1
H 3.7777 -0.3625 0.0616 0.2 -1.9 1.1
H 3.4489 0.7412 -0.9882 -0.4 0.9 -1.3

---

No. 7
12
Properties=species:S:1:pos:R:3:forces:R:3 method="wB97M-V/def2-TZVPD" e_homo_ev=-8.6 gap_ev=8.4 smiles="C=[S@@](C)(N)=O" de_lowest_ev=5.804
C -2.2254 -0.2690 0.0526 3.4 -0.9 -2.8
S -0.1094 0.3673 0.1962 0.3 -0.5 -1.6
C 1.5725 -0.1797 0.6971 1.2 0.2 2.2
N 0.0722 0.2540 -1.5016 -1.4 1.2 1.2
O -0.0006 1.7713 0.4839 -0.7 1.2 0.6
H -2.6960 0.2962 0.7403 -1.5 2.0 3.0
H -2.1530 -1.2943 0.3605 -0.1 -0.8 0.3
H 2.4100 0.2265 0.1411 -0.6 0.4 -1.2
H 1.8467 0.3592 1.6945 -1.3 -1.3 -1.3
H 1.7857 -1.2509 0.7409 -0.6 0.0 0.3
H 0.4364 -0.5826 -1.8748 0.7 -1.3 -0.2
H -0.9392 0.3023 -1.7307 0.6 -0.1 -0.4

---

No. 8
12
Properties=species:S:1:pos:R:3:forces:R:3 method="wB97M-V/def2-TZVPD" e_homo_ev=-9.6 gap_ev=9.3 de_lowest_ev=3.551
C 3.4781 -0.4227 -0.8941 2.8 -1.0 -2.1
C 2.4718 0.1199 -0.3968 -2.0 1.2 0.9
N -0.6255 0.4168 0.5903 -2.0 0.3 -2.1
O -2.8494 -1.1261 0.2093 0.8 -1.0 -1.6
Si -2.3374 0.4312 0.3411 0.9 1.7 -0.3
H 4.1270 -0.4944 -1.7709 -0.7 0.3 0.1
H 3.9317 -0.9522 -0.0761 0.1 -0.5 1.1
H -0.3798 0.1115 1.4540 1.2 -1.3 3.0
H -0.0307 1.1668 0.3425 0.4 0.6 -0.6
H -2.3179 -1.6765 -0.4495 -1.1 1.2 1.4
H -3.1022 0.9941 1.5316 0.2 -0.4 -0.7
H -2.3658 1.4316 -0.8814 -0.5 -1.1 0.9